117
Properties=species:S:1:pos:R:3 method="wB97M-V/def2-TZVPD" e_tot_ev=-126830.4353
N 5.556 0.690 0.017
C 4.970 0.309 -1.303
B 3.425 0.004 -1.180
O 2.832 -0.878 -0.282
B 1.480 -0.556 -0.235
F 0.638 -1.565 -0.282
O 1.014 0.750 -0.183
B 1.778 1.475 -1.078
P 1.964 3.389 -1.114
S 0.610 4.367 -0.104
O 2.513 0.716 -2.006
H 5.517 1.694 0.139
H 5.035 0.238 0.761
H 5.549 -0.509 -1.753
H 5.054 1.202 -1.935
H 3.272 3.633 -0.623
H 2.029 3.797 -2.476
C 1.292 -3.723 -3.139
C 2.285 -2.621 -3.406
O 2.655 -2.853 -4.767
C 1.647 -3.537 -5.356
O 1.559 -3.744 -6.523
O 0.736 -3.957 -4.438
H 0.520 -3.431 -2.431
H 1.765 -4.642 -2.787
H 1.836 -1.628 -3.325
H 3.154 -2.673 -2.753
C -2.486 0.638 3.414
C -2.559 0.931 1.939
O -1.808 2.145 1.821
C -0.964 2.208 2.868
O -0.083 2.997 2.993
O -1.238 1.240 3.786
H -2.486 -0.429 3.632
H -3.289 1.114 3.980
H -2.076 0.159 1.334
H -3.578 1.070 1.589
C -1.513 -5.597 -6.512
C -2.111 -4.227 -6.413
O -3.503 -4.499 -6.207
C -3.592 -5.746 -5.671
O -4.588 -6.223 -5.219
O -2.400 -6.385 -5.709
H -0.498 -5.636 -6.127
H -1.521 -5.985 -7.532
H -1.733 -3.666 -5.557
H -1.960 -3.641 -7.316
C 5.556 4.916 1.420
C 6.490 6.067 1.137
O 6.860 5.840 -0.228
C 5.886 5.102 -0.805
O 5.801 4.878 -1.968
O 5.004 4.642 0.126
H 4.774 5.173 2.131
H 6.081 4.027 1.776
H 5.994 7.036 1.211
H 7.365 6.067 1.781
C 0.618 5.855 6.393
C 0.617 5.782 4.889
O 1.811 6.491 4.538
C 2.646 6.438 5.602
O 3.784 6.781 5.584
O 2.015 5.935 6.697
H 0.170 4.979 6.858
H 0.121 6.750 6.773
H 0.694 4.758 4.518
H -0.258 6.252 4.447
C -3.933 2.927 -2.119
C -3.893 4.333 -1.574
O -4.631 4.213 -0.354
C -4.568 2.919 0.034
O -4.931 2.511 1.093
O -4.034 2.140 -0.933
H -3.041 2.666 -2.683
H -4.811 2.740 -2.741
H -2.878 4.664 -1.342
H -4.357 5.057 -2.240
C -5.879 -3.108 -4.132
C -5.539 -3.823 -2.856
O -4.673 -2.894 -2.195
C -4.955 -1.656 -2.682
O -4.530 -0.643 -2.228
O -5.782 -1.729 -3.757
H -6.879 -3.344 -4.490
H -5.162 -3.309 -4.927
H -6.415 -3.998 -2.228
H -5.033 -4.769 -3.031
C 3.787 4.189 8.805
C 4.231 3.188 7.767
O 4.806 2.150 8.566
C 4.257 2.227 9.803
O 4.395 1.408 10.653
O 3.526 3.364 9.944
H 2.896 4.734 8.509
H 4.571 4.905 9.059
H 3.397 2.773 7.197
H 4.962 3.596 7.074
C 0.669 -0.287 5.910
C 1.284 -1.644 5.675
O 2.627 -1.314 5.314
C 2.908 -0.089 5.836
O 3.988 0.401 5.856
O 1.788 0.499 6.328
H -0.102 -0.304 6.679
H 0.253 0.150 5.003
H 1.299 -2.261 6.575
H 0.792 -2.197 4.877
C -6.370 -9.509 -6.800
C -5.380 -8.398 -7.047
O -5.001 -8.616 -8.409
C -6.006 -9.301 -9.014
O -6.080 -9.496 -10.182
O -6.917 -9.733 -8.101
H -7.149 -9.229 -6.094
H -5.892 -10.428 -6.455
H -5.830 -7.410 -6.959
H -4.516 -8.451 -6.390



82
Properties=species:S:1:pos:R:3 method="wB97M-V/def2-TZVPD" multiplicity=2 e_tot_ev=-81648.2478 total_charge=-1
P -1.058 0.223 -1.210
C -0.388 -1.041 -2.339
C -1.366 -1.243 -3.496
C -0.915 -2.424 -4.365
C 0.544 -2.267 -4.834
C 1.538 -1.950 -3.700
C 1.044 -0.776 -2.841
C -0.667 1.958 -1.533
C -1.301 2.300 -2.881
C -1.211 3.818 -3.078
C 0.233 4.323 -2.952
C 0.969 3.854 -1.684
C 0.830 2.344 -1.458
C -2.809 -0.080 -0.743
C -2.981 -1.524 -0.212
C -4.457 -1.786 0.112
C -5.024 -0.744 1.088
C -4.728 0.711 0.694
C -3.255 0.940 0.334
H -0.328 -1.957 -1.713
H -1.400 -0.307 -4.076
H -2.381 -1.427 -3.124
H -1.596 -2.503 -5.228
H -0.999 -3.341 -3.757
H 0.854 -3.187 -5.341
H 0.603 -1.470 -5.590
H 1.650 -2.831 -3.047
H 2.526 -1.699 -4.117
H 1.710 -0.612 -1.985
H 1.044 0.144 -3.442
H -1.157 2.563 -0.738
H -1.832 4.283 -2.297
H -2.353 1.978 -2.911
H -0.767 1.758 -3.681
H -1.641 4.064 -4.058
H 0.224 5.416 -2.978
H 0.806 3.994 -3.828
H 2.034 4.123 -1.734
H 0.546 4.362 -0.805
H 1.225 2.038 -0.479
H 1.407 1.791 -2.211
H -3.444 0.054 -1.652
H -2.641 -2.257 -0.952
H -2.343 -1.674 0.678
H -5.022 -1.743 -0.832
H -4.583 -2.795 0.530
H -4.611 -0.933 2.087
H -6.108 -0.876 1.168
H -5.026 1.390 1.507
H -5.322 0.970 -0.195
H -3.142 1.964 -0.040
H -2.600 0.853 1.221
Ce 0.874 -1.308 2.709
Cl -0.323 0.942 2.592
Cl 0.302 -3.006 0.849
C 2.446 -0.586 1.298
H 2.535 -1.370 0.520
C 3.414 0.442 0.996
C 3.343 1.782 1.497
C 4.418 2.662 1.350
C 5.591 2.241 0.681
C 5.649 0.950 0.134
C 4.573 0.089 0.270
H 2.460 2.083 2.081
H 4.373 3.677 1.778
H 6.558 0.628 -0.370
H 4.645 -0.931 -0.089
H 6.451 2.915 0.618
N 2.330 -0.727 4.699
C 1.479 -1.619 5.412
C 0.845 -1.170 6.579
C -0.011 -2.021 7.292
C -0.294 -3.308 6.796
C 0.201 -3.714 5.558
C 1.102 -2.869 4.842
H 2.344 0.280 4.873
H 3.125 -1.037 4.136
H 1.061 -0.152 6.916
H -0.419 -1.704 8.260
H -0.888 -3.995 7.404
H -0.062 -4.705 5.164
H 1.539 -3.233 3.872